ORCA calculation (ωB97M-V/def2-TZVPD) on a molecular structure, C43H36BO3P2Sc in a non-equilibrium geometry.

XYZ file:
```
86
Properties=species:S:1:pos:R:3:forces:R:3
H -3.818339 3.080930 0.123895 -0.02 0.05 0.30
H 3.882560 -4.030579 -3.006958 0.03 0.05 0.25
H 1.547049 0.325922 2.419710 0.44 -0.19 -0.07
H -3.173208 -5.087292 -4.351001 0.25 -0.27 -0.15
H -4.040678 -0.063663 2.619871 0.02 -0.19 -0.11
C -4.275608 0.862777 -1.842429 0.27 1.13 0.08
C 2.909286 0.799162 -1.807771 0.21 0.17 0.06
C -4.584609 -2.947979 0.096539 -0.24 -0.15 0.04
C -0.191455 -3.958464 -2.217643 -0.53 0.02 -0.33
C 3.283382 0.957253 3.396711 0.31 0.12 -0.02
H 0.337026 0.082225 0.829066 0.46 1.28 0.34
C 3.551904 -2.500161 0.526914 -0.23 0.17 -0.28
H 1.860379 3.355894 -3.778390 0.22 -0.06 -0.08
C -2.607748 1.808765 1.391273 0.52 0.36 0.40
H 2.741026 0.946212 4.341032 0.40 0.11 -0.07
C -1.060664 -3.061036 -2.833540 0.44 -0.91 1.66
C -4.688372 1.343677 -3.090749 -0.51 -0.35 0.16
H 0.998538 0.591013 0.935916 -2.18 -0.05 -0.17
H -4.155174 2.344353 -4.907090 0.61 -0.45 0.48
C 3.720927 2.270749 -4.042876 0.01 -0.04 0.09
H 5.027767 0.996351 -0.100712 -0.03 -0.02 0.39
O 0.360354 -3.435521 -1.077461 -0.36 2.03 0.35
C 3.224374 0.537018 0.997642 -0.75 0.22 0.95
H -4.753797 -3.746386 -0.627947 0.05 0.22 0.20
H 2.905824 -1.786600 -2.752020 0.12 -0.17 0.21
H -2.892527 -2.624465 -3.768741 -0.38 -0.29 -0.38
H -1.398208 0.820694 2.880249 -0.07 0.19 0.07
C -2.271186 -4.763505 -3.846676 -0.41 0.69 -0.54
P -2.312895 0.451882 0.171317 -1.18 1.15 0.22
H 1.155846 2.070100 -1.811219 0.14 0.00 0.05
C -4.956597 -1.982371 2.278692 -0.01 -0.14 -0.36
C 3.233561 -2.337140 -1.867125 -0.12 -0.38 0.30
C -5.164995 -3.029231 1.368518 0.15 0.33 0.14
H 4.026325 2.825933 -4.929270 -0.10 -0.12 0.23
H -3.366178 -1.837449 -1.257814 0.00 -0.08 0.15
H -5.404140 -2.028851 3.276830 0.18 0.09 -0.44
P 2.275870 -0.170093 -0.390781 1.42 -0.25 -1.66
H 6.290052 1.615378 1.926830 -0.19 0.03 0.16
C -2.439158 2.214811 -3.507599 -1.02 1.42 -0.08
C 2.107411 1.842135 -2.296027 0.18 -0.67 -0.28
O -0.538580 -1.727371 1.637275 0.49 0.28 -2.13
C 3.103237 -1.777150 -0.589174 0.58 -0.28 -0.06
C 4.557811 1.283034 -3.517332 -0.22 0.07 0.14
C -2.284712 2.634776 3.655662 0.00 -0.04 -0.08
C -3.006349 1.258670 -1.340384 -1.24 0.08 0.31
H 5.168840 1.594377 4.178030 0.08 0.02 -0.16
C -4.177076 -0.878687 1.912260 0.28 0.04 -0.20
C -0.189005 -5.275302 -2.648870 -0.01 -0.33 -0.73
H 0.613005 -5.977093 -2.431259 -0.37 0.10 0.43
Sc -1.497482 0.059133 -2.621482 0.44 -0.83 -0.28
C 5.246208 1.329588 2.029657 -0.14 0.03 -0.08
H -1.837708 2.514947 4.639050 -0.08 0.00 -0.16
H -1.247320 2.498825 -1.721171 0.22 0.26 0.33
H -3.313067 4.466188 4.181110 0.09 -0.25 -0.31
C -0.247921 -1.324645 0.534041 -0.79 -1.89 1.66
C 4.050358 -3.790865 0.383213 0.02 -0.16 -0.14
C -3.399363 2.940933 1.119625 0.06 -0.20 0.09
C -2.160182 -3.398698 -3.584974 0.55 -0.32 0.46
H 4.346171 -4.357808 1.266612 -0.01 0.18 -0.26
H 4.843251 -0.173835 -1.962512 -0.32 0.07 -0.21
H -1.364701 -6.684695 -3.835758 0.23 0.46 0.40
C -3.780427 1.978696 -3.932692 0.35 -0.17 -0.38
H -4.284446 4.753884 1.909321 0.19 -0.30 -0.03
C 4.167411 -4.355313 -0.886865 -0.04 0.09 -0.04
C 3.777816 -3.610822 -2.006221 -0.07 -0.15 -0.09
O -1.010551 -1.907556 -2.036874 -0.21 2.14 0.42
C -2.181264 2.128739 -2.110258 -0.14 -0.76 -0.81
B -0.221760 -2.119908 -0.866820 0.90 -2.88 0.11
C -2.027935 1.683990 2.666740 -0.15 0.03 -0.19
H -1.762872 2.718047 -4.219974 -0.31 -0.10 0.67
H -4.987408 0.370935 -1.168335 0.46 -0.15 -0.45
C -1.264991 -5.653233 -3.470935 0.19 -0.21 -0.11
C 2.593276 0.580108 2.264476 0.41 -0.18 -0.24
C 4.622377 1.320135 3.282360 0.05 -0.03 -0.04
C -3.556182 -0.817929 0.647372 -0.20 -0.16 0.14
C 4.546919 0.966370 0.876633 -0.10 -0.21 0.40
C 2.505349 2.559177 -3.414705 0.12 0.19 -0.16
C -3.793149 -1.859186 -0.255316 -0.08 -0.30 0.21
H -5.739101 1.213205 -3.388907 0.62 0.06 0.03
C -3.655275 3.887576 2.120500 0.13 -0.15 -0.03
H 3.510736 -2.040621 1.509662 -0.04 -0.11 -0.04
H -5.780968 -3.893618 1.652330 0.37 0.45 -0.19
H 4.566990 -5.368188 -1.006383 -0.15 0.46 0.03
H 5.518387 1.052417 -3.974586 -0.21 0.18 0.03
C 4.163576 0.566735 -2.386813 -0.13 0.23 -0.20
C -3.105434 3.735139 3.396062 0.05 -0.26 -0.29
```
Positions in Å, forces in eV/Å.

Calculated values
Spin multiplicity: 1
Total charge: +2
F_max (eV/A): 3.02
Kohn-Sham gap (alpha / beta) (eV): 5.024 / 5.391

ORCA calculation (ωB97M-V/def2-TZVPD) on 2 unconnected molecules or ions with the total composition C5H3F3O2S in a non-equilibrium geometry.

XYZ file:
```
14
Properties=species:S:1:pos:R:3:forces:R:3
C 1.320864 3.956300 -0.761717 2.24 0.68 -0.09
H 0.593223 -2.028587 -2.103028 -1.10 1.91 1.79
H -0.700323 1.912893 1.000026 0.02 2.25 0.95
F 2.170084 4.711579 0.048677 -0.40 -0.94 0.38
C 0.523592 1.040654 -0.796723 0.03 2.91 0.77
O 0.392453 3.323254 -0.187508 -0.87 -3.38 0.76
C 0.343242 -1.073637 -1.449971 0.34 -2.64 -2.43
C -0.434826 0.560591 -0.000780 0.18 -1.65 -1.94
C -0.625320 -0.771056 -0.540843 -0.25 -0.71 0.86
F 0.925200 4.844738 -1.626049 -1.55 1.93 -1.68
H -1.478008 -1.389236 -0.134507 1.37 0.45 -0.66
S 1.375374 0.217179 -1.992995 -0.23 0.40 0.80
O -1.125246 1.070785 0.970193 -0.51 -0.22 0.38
F 2.158290 3.179316 -1.513995 0.73 -1.01 0.10
```
Positions in Å, forces in eV/Å.

Calculated values
Spin multiplicity: 1
F_max (eV/A): 3.60
Kohn-Sham gap (eV): 7.409

ORCA calculation (ωB97M-V/def2-TZVPD) on 2 unconnected molecules or ions with the total composition H2IO in a non-equilibrium geometry.

XYZ file:
```
4
Properties=species:S:1:pos:R:3:forces:R:3
I -21.491450 -11.881910 -16.395200 0.05 -0.06 -0.04
O -24.565770 -10.144770 -16.575460 -0.96 0.67 0.05
H -23.728360 -10.608400 -16.579110 0.94 -0.47 0.10
H -25.112100 -10.631210 -17.192810 -0.02 -0.14 -0.11
```
Positions in Å, forces in eV/Å.

Calculated values
Spin multiplicity: 1
Total charge: -1
F_max (eV/A): 1.17
Kohn-Sham gap (eV): 7.482

ORCA calculation (ωB97M-V/def2-TZVPD) on a molecular structure, C25H65Cu2O24S7 in a non-equilibrium geometry.

XYZ file:
```
123
Properties=species:S:1:pos:R:3:forces:R:3
H -4.539577 2.189379 -3.501119 0.11 -0.23 0.52
H -2.697997 2.469699 -1.661139 -0.52 0.15 -0.14
H 0.561423 2.156549 3.201421 0.22 0.11 0.02
O 5.337243 1.496439 2.367241 -3.14 1.41 2.85
H 4.443143 -5.167041 -1.368529 -0.08 -0.10 0.16
H 3.503033 -4.555321 2.356461 -0.14 -0.03 0.00
O -0.142067 -2.852341 -2.104459 -1.94 -1.14 0.69
H -3.252137 -5.960411 5.638951 0.27 0.01 -0.31
H -0.633957 -1.366741 -5.729239 -0.34 -0.56 -0.40
H -1.265867 -7.674861 -1.038249 -0.02 0.04 -0.42
H 2.649863 -3.326281 4.228631 -0.50 0.16 0.28
C -3.309277 -5.318371 4.759961 0.63 0.34 -1.33
H -3.655847 5.777979 1.928191 -0.33 0.51 -0.09
H 0.960573 -1.406181 0.967171 0.26 -0.34 -0.14
H -1.114207 2.288129 2.740391 -0.15 0.51 -0.04
C -1.537927 -2.356451 4.491161 0.89 0.33 0.65
O 3.795993 -2.837961 1.236371 -0.20 0.80 -2.84
H -0.590367 1.203069 0.819421 0.24 0.05 0.05
O -1.850027 -3.372161 3.538921 -0.05 -2.27 -0.73
C -2.819477 6.425839 2.190591 0.91 -1.45 -0.30
H -1.950097 -0.396211 5.199731 -0.06 0.01 0.01
H -3.836737 -4.387351 4.967551 0.70 0.25 0.31
C 3.702873 -3.491921 2.488161 -0.16 -0.31 0.03
H -5.755927 4.525819 -4.886159 0.02 -0.04 -0.41
H -1.560627 -2.366241 0.545911 0.08 -0.10 -0.02
H -0.095137 2.756469 -7.031629 0.02 -0.45 0.40
H -3.094827 7.240049 2.860931 0.05 -0.49 0.39
H 4.775333 4.334229 -2.294799 -0.42 0.39 -0.16
O 1.506513 -0.088741 -0.518719 0.14 1.92 1.62
C -1.811317 -6.859911 -0.562379 1.77 -1.88 1.54
H -2.466777 -7.371191 0.142651 -0.73 0.30 -0.40
H 4.342403 -5.532751 0.405201 0.23 0.01 -0.18
C -1.390267 -3.399791 0.244511 -1.09 0.05 -0.59
C 4.545703 -4.778741 -0.355209 -1.22 1.19 -0.21
C 3.785303 2.475339 -3.016829 -1.97 -0.94 -0.35
O 3.172973 2.088199 1.075461 1.18 -0.34 1.24
H -0.364227 3.434229 3.990321 -0.18 -0.05 -0.23
C -5.224657 3.035979 -3.455949 0.88 -0.84 -1.31
H -3.088437 -5.280651 -0.944689 -0.40 0.09 -0.14
O 2.994993 1.334589 -2.636369 -0.05 1.75 2.06
H -1.066547 -6.438931 0.113061 0.02 0.45 -0.06
S -5.083207 2.979279 -0.827199 2.61 0.31 -0.15
O -5.781397 1.698269 -0.971099 0.47 2.57 0.27
O -5.371637 4.044569 0.142021 0.10 -2.33 -1.57
C -1.652527 1.509239 -5.963079 -1.05 0.92 -3.07
H -2.888107 -6.341741 -2.312739 0.25 0.26 -0.35
O -1.114157 4.841779 1.563761 1.73 -1.86 -0.82
O 0.137043 -0.440861 -3.163179 -1.91 1.68 -1.85
C 2.629873 -2.812001 3.267791 0.07 -0.26 1.05
S -1.062347 -0.057621 -3.932229 -1.35 0.00 0.24
H 4.667633 4.398269 3.118641 0.43 0.51 -0.33
C -1.483727 -1.463281 -5.053459 0.43 1.24 0.84
C -2.350817 -1.040881 4.417471 -0.08 -1.24 -0.14
H 1.466223 0.099929 1.673991 0.96 0.25 -0.29
H 4.692313 -3.400531 2.936221 -0.06 0.11 0.12
H -1.618197 -2.790951 5.487591 -0.16 0.15 0.18
H -3.911287 -5.720111 3.944921 0.21 -0.55 0.13
H -3.398697 -1.253681 4.629061 -0.04 0.17 0.02
H -1.526227 -2.409381 -4.513839 0.31 0.32 0.19
Cu 2.231983 -0.911291 -2.526009 -0.23 0.74 0.85
H -4.852547 3.108809 -5.555069 -0.18 0.15 -0.06
H -1.760747 0.720049 -6.707099 0.09 -0.03 -0.46
H 3.205543 2.994499 -3.780019 -0.26 0.64 0.04
O 3.130293 2.441159 3.564551 2.79 -0.97 -3.10
H -0.478497 -2.139261 4.355111 0.12 0.18 0.05
C 4.167013 3.517299 -1.906639 -1.00 -0.25 0.31
H -2.588387 3.003949 0.020751 -0.60 0.79 -0.06
S -1.604237 -5.033621 3.950321 -2.09 0.92 0.81
H 7.109303 1.289849 1.375031 -0.01 0.00 0.78
H -2.666377 1.615749 -5.577249 0.13 0.45 0.60
H -2.438887 6.910469 1.291491 -0.02 -0.14 -0.08
H -0.576007 -3.867141 0.798291 0.50 0.15 -0.90
H -0.934237 6.046379 3.174391 0.10 -0.12 0.28
H 4.862933 3.027969 -1.225199 -0.14 -0.35 0.62
O 3.074973 4.009119 -1.044409 1.66 -1.63 -1.87
O -0.587897 -5.182591 4.956261 -0.33 0.56 -0.68
S -1.409957 -3.375251 -1.595239 1.49 -0.83 0.14
O 1.299343 4.948729 2.440561 -2.12 -2.31 -2.13
C -1.704697 5.429239 2.712181 -0.58 3.24 0.61
H -6.224817 2.612729 -3.548929 -0.15 0.27 0.60
O 0.582863 3.369079 0.535581 -0.14 0.42 0.29
O -2.653237 -2.789061 -2.075949 1.35 -0.96 0.72
C 0.966923 -0.328351 0.804871 0.05 -0.14 -1.73
S 0.315683 4.034569 1.791901 -0.60 2.18 2.80
H -2.266787 -3.985441 0.521691 -0.20 0.20 -0.02
H -1.079847 -0.303821 0.115531 0.19 -0.04 -0.33
C 6.033463 1.198119 1.225821 1.70 -0.05 -3.12
H 5.856903 1.947979 0.454691 -0.27 0.33 -0.08
H -2.114537 4.766899 3.474691 0.06 -0.51 -0.48
H -3.165237 1.440869 -0.320499 -0.55 -0.14 -0.25
H 6.115573 -1.012161 1.037501 0.00 0.17 0.14
O -2.283177 0.428879 -3.263829 2.43 -0.81 -0.75
O -1.344637 -5.016201 -1.913479 1.57 2.98 -1.03
O 3.159843 -2.589201 -1.184699 0.22 0.51 0.25
O -4.984967 3.807459 -2.273799 -0.94 -0.91 1.25
O 2.003733 -4.259231 0.246801 -0.02 0.47 -0.03
C -3.205667 2.463129 -0.696599 -0.89 -0.22 0.40
C -0.251337 2.869859 3.064661 1.09 -0.25 -0.54
S 3.923893 2.423979 2.292341 -1.35 0.73 0.72
C 4.527123 4.126399 2.072491 -0.38 -1.31 0.41
H 4.595253 -0.103681 0.801751 -0.26 -0.89 -0.73
H 5.505623 -4.275691 -0.238629 -0.16 -0.06 0.09
O -1.526197 -5.796631 2.722611 -0.13 1.41 1.01
C -2.349907 -5.865041 -1.493469 -2.51 0.03 0.95
H -1.130777 3.571929 -5.815919 0.37 0.05 0.05
H -2.295857 -0.513581 3.465091 0.14 -0.22 -0.04
O -0.695777 1.137279 -5.078519 2.21 -2.56 4.15
H -0.889627 -0.235811 1.818081 0.01 0.18 0.35
S 3.182643 -3.523551 -0.102749 1.71 -2.15 1.12
H 5.395253 4.148969 1.413741 0.04 0.02 0.33
H 2.854413 -1.760771 3.448271 0.06 0.01 -0.13
Cu 1.859233 2.206219 -0.775839 0.89 -2.24 -0.98
C -4.936377 3.823049 -4.735969 -0.41 0.66 0.85
H -4.028647 4.424389 -4.685739 0.16 -0.22 0.13
H -1.720937 3.216039 -7.388859 -0.30 -0.33 -0.05
C -0.444907 0.125169 0.890711 -1.55 -0.05 -0.13
H -2.467927 -1.259491 -5.475249 0.28 0.14 -0.20
H 4.617773 2.125379 -3.627269 0.84 0.15 0.66
C -1.092607 2.811119 -6.595549 -1.09 0.23 0.21
H 3.679733 4.644039 1.622961 0.02 0.02 0.16
H 1.646733 -2.902481 2.805881 0.09 -0.15 -0.02
C 5.663553 -0.128621 0.586781 -0.61 0.37 0.73
H 5.874833 -0.114551 -0.482449 -0.18 -0.02 0.06
```
Positions in Å, forces in eV/Å.

Calculated values
<S²>: 2.021
Spin multiplicity: 3
Total charge: +1
F_max (eV/A): 5.35
Kohn-Sham gap (alpha / beta) (eV): 9.174 / 5.839